8 unconnected molecules or ions with the total composition C21H44Cl14NO. Source: the Open Molecules 2025 dataset; level of theory: wB97M-V/def2-TZVPD.

The largest force on an atom is 0.70 eV/Å. The total charge is -1. As for the orbital gap: 3.6710 eV.

Bonds (Å) are listed after each position.
Positions of all 81 atoms, in Å:
1 Cl -1.01500 4.36929 -2.46355  C23 1.780
2 Cl -2.62037 -3.80530 6.37588  C19 1.779
3 Cl 1.87348 -3.59507 -2.07760  C25 1.775
4 Cl -0.85081 -2.56126 9.00469  C30 1.783
5 Cl 2.35160 -1.82809 0.75210  C28 1.787
6 Cl 0.84416 5.20130 3.53436  C32 1.780
7 Cl -1.61652 -3.38949 1.28584  C36 1.776
8 Cl -4.53869 -5.10630 -4.74429  C24 1.794
9 Cl 0.23163 8.26646 2.18713  C34 1.783
10 Cl 1.59145 3.95682 -0.36996  C35 1.783
11 Cl 0.14864 -3.12362 4.18650  C37 1.787
12 Cl 4.19766 5.01797 -4.08666  C33 1.783
13 Cl -3.69132 -7.94176 -3.01272  C27 1.798
14 Cl 4.68529 1.92613 -2.76435  C21 1.780
15 O -2.17642 -2.17631 -2.77602  N16 1.478, C31 1.391
16 N -1.58784 -2.35140 -1.43110  O15 1.478, H45 1.029
17 C 1.87883 -0.22014 -2.92014  C20 1.552, H58 1.084, H72 1.090, H79 1.092
18 C -2.93137 0.38781 -2.03890  C29 1.546, H38 1.086, H53 1.096, H54 1.085
19 C -1.41570 -4.67097 7.35713  Cl2 1.779, C30 1.506, H40 1.087, H43 1.089
20 C 0.90407 0.97123 -2.72109  C17 1.552, C22 1.546, C26 1.524, H50 1.092
21 C 5.63879 3.39109 -2.42722  Cl14 1.780, C33 1.507, H47 1.087, H80 1.089
22 C -0.43816 0.62640 -2.03508  C20 1.546, C29 1.524, H69 1.096, H74 1.091
23 C -0.99437 4.71857 -0.71815  Cl1 1.780, C35 1.505, H42 1.089, H67 1.088
24 C -3.82813 -5.19267 -3.09936  Cl8 1.794, C27 1.500, H39 1.092, H41 1.086
25 C 2.31761 -4.26543 -0.49571  Cl3 1.775, C28 1.506, H55 1.088, H57 1.089
26 C 0.75315 1.73954 -4.02886  C20 1.524, H59 1.093, H68 1.092, H70 1.090
27 C -2.87463 -6.34104 -2.95373  Cl13 1.798, C24 1.500, H52 1.086, H73 1.087
28 C 1.66095 -3.46962 0.60088  Cl5 1.787, C25 1.506, H56 1.089, H81 1.090
29 C -1.64526 0.25188 -2.88689  C18 1.546, C22 1.524, C31 1.548, H44 1.093
30 C -1.43373 -4.23345 8.79842  Cl4 1.783, C19 1.506, H63 1.087, H71 1.089
31 C -1.57512 -1.16226 -3.51335  O15 1.391, C29 1.548, H48 1.104, H66 1.097
32 C 1.70057 6.71894 3.89735  Cl6 1.780, C34 1.507, H49 1.089, H78 1.087
33 C 4.78606 4.63298 -2.44808  Cl12 1.783, C21 1.507, H61 1.086, H65 1.089
34 C 0.78593 7.91491 3.84534  Cl9 1.783, C32 1.507, H51 1.087, H76 1.089
35 C 0.34803 5.23060 -0.26939  Cl10 1.783, C23 1.505, H64 1.087, H77 1.088
36 C -2.22333 -2.81915 2.85478  Cl7 1.776, C37 1.507, H62 1.087, H75 1.089
37 C -1.17330 -2.06088 3.62478  Cl11 1.787, C36 1.507, H46 1.087, H60 1.089
38 H -2.67624 0.49415 -0.98858  C18 1.086
39 H -3.28693 -4.26063 -2.92572  C24 1.092
40 H -0.44318 -4.50550 6.89950  C19 1.087
41 H -4.64961 -5.25861 -2.39162  C24 1.086
42 H -1.75877 5.47014 -0.52614  C23 1.089
43 H -1.65672 -5.73083 7.29520  C19 1.089
44 H -1.76038 0.96215 -3.70985  C29 1.093
45 H -0.58903 -2.47728 -1.64250  N16 1.029
46 H -0.72882 -1.27648 3.01729  C37 1.087
47 H 6.44027 3.44765 -3.15977  C21 1.087
48 H -0.51716 -1.40857 -3.70849  C31 1.104
49 H 2.11426 6.61968 4.89947  C32 1.089
50 H 1.40601 1.64637 -2.02520  C20 1.092
51 H -0.09411 7.76583 4.46507  C34 1.087
52 H -2.11970 -6.33002 -3.73419  C27 1.086
53 H -3.46680 1.29804 -2.33120  C18 1.096
54 H -3.60055 -0.45201 -2.19285  C18 1.085
55 H 3.40166 -4.27801 -0.40590  C25 1.088
56 H 1.80234 -3.95834 1.56379  C28 1.089
57 H 1.94909 -5.29013 -0.46484  C25 1.089
58 H 1.45327 -1.19307 -2.70334  C17 1.084
59 H 0.13066 2.62659 -3.88834  C26 1.093
60 H -1.61346 -1.61451 4.51494  C37 1.089
61 H 3.92197 4.51717 -1.80122  C33 1.086
62 H -2.58027 -3.67875 3.41574  C36 1.087
63 H -2.43549 -4.28917 9.21598  C30 1.087
64 H 0.67633 6.07009 -0.87751  C35 1.087
65 H 5.37041 5.48859 -2.11241  C33 1.089
66 H -2.07535 -1.14260 -4.48909  C31 1.097
67 H -1.26300 3.80356 -0.19475  C23 1.088
68 H 0.24973 1.12990 -4.78202  C26 1.092
69 H -0.69970 1.48384 -1.40450  C22 1.096
70 H 1.72115 2.05064 -4.42245  C26 1.090
71 H -0.77385 -4.87477 9.38013  C30 1.089
72 H 2.76253 -0.07630 -2.29798  C17 1.090
73 H -2.38186 -6.27011 -1.98701  C27 1.087
74 H -0.27173 -0.20516 -1.34916  C22 1.091
75 H -3.06550 -2.15993 2.64760  C36 1.089
76 H 1.31832 8.79728 4.19612  C34 1.089
77 H 0.30147 5.54887 0.77008  C35 1.088
78 H 2.52038 6.81536 3.19007  C32 1.087
79 H 2.23268 -0.22255 -3.95345  C17 1.092
80 H 6.07490 3.26919 -1.43673  C21 1.089
81 H 0.59297 -3.35948 0.41281  C28 1.090